[1]
DFT (ωB97M-V/def2-TZVPD) results for 2 unconnected molecules or ions with the total composition C2H5ClFOPS.

Element x y z (Å)
C -1.221 -1.017 -0.382
C 2.561 0.648 -0.350
O -2.150 -0.582 0.628
F 2.460 -0.659 -0.708
P -2.619 0.979 0.541
S 1.123 1.093 0.545
Cl -3.336 1.125 2.377
H -0.175 -0.410 -0.187
H -1.540 -1.024 -1.510
H -1.052 -2.124 -0.036
H 3.320 0.792 0.311
H 2.627 1.178 -1.229

Output
HOMO energy (alpha / beta) ... -7.508 / -7.507 eV
2S+1 ... 1
Kohn-Sham gap (alpha / beta) ... 4.74 / 4.73 eV

These are the natural (NBO) partial charges, in e, on atoms 1 to 4: number 1, C, carries -0.35; number 2, C, carries -0.11; number 3, O, carries -0.75; number 4, F, carries -0.38

=====

[2]
DFT (ωB97M-V/def2-TZVPD) results for a molecular structure, C2H5ClN3OP3.

Element x y z (Å)
C -0.521 2.745 1.141
C -0.411 1.454 0.779
N -1.441 -3.212 -1.450
N 0.879 -2.133 -2.114
N 0.159 -0.348 -0.657
O -0.031 1.063 -0.411
P -1.948 -2.063 -0.601
P -0.123 -3.404 -2.493
P 0.271 -0.605 -2.305
Cl 1.932 0.434 -2.893
H -0.732 3.132 2.260
H -0.281 3.583 0.448
H -0.438 0.487 1.377
H 1.592 -2.438 -1.448
H 0.481 -4.374 -1.594

Output
HOMO energy (alpha / beta) ... -7.732 / -7.771 eV
2S+1 ... 1
Kohn-Sham gap (alpha / beta) ... 6.02 / 6.07 eV

These are the natural (NBO) partial charges, in e, on atoms 1 to 4: number 1, C, carries -0.53; number 2, C, carries 0.13; number 3, N, carries -1.22; number 4, N, carries -1.29

=====

[3]
DFT (ωB97M-V/def2-TZVPD) results for C2H5ClO in the gas phase.

Element x y z (Å)
C -1.035 0.400 0.112
C 0.114 -0.549 -0.139
O 1.461 0.521 -0.034
Cl 2.848 -0.207 0.336
H -0.715 0.985 0.992
H -1.161 0.994 -0.815
H -2.022 -0.123 0.261
H 0.001 -0.818 -1.252
H 0.510 -1.203 0.540

Output
HOMO energy ... -9.447 eV
2S+1 ... 1
Structure (SMILES) ... CCOCl
Kohn-Sham gap ... 10.34 eV

These are the natural (NBO) partial charges, in e, on atoms 1 to 4: number 1, C, carries -0.66; number 2, C, carries -0.02; number 3, O, carries -0.63; number 4, Cl, carries 0.22

=====

[4]
DFT (ωB97M-V/def2-TZVPD) results for a molecular structure, C2H5ClO3.

Element x y z (Å)
C 1.161 -0.652 0.298
C -0.157 -0.100 -0.166
O -0.298 -0.117 -1.494
O -0.309 1.681 0.156
O -1.154 -0.614 0.594
Cl -2.726 -0.051 0.206
H 1.231 -1.666 -0.098
H 1.964 -0.052 -0.119
H 1.212 -0.682 1.382
H -1.058 0.426 -1.751
H 0.135 1.827 0.992

Output
HOMO energy ... -10.279 eV
2S+1 ... 1
Kohn-Sham gap ... 9.93 eV

These are the natural (NBO) partial charges, in e, on atoms 1 to 4: number 1, C, carries -0.67; number 2, C, carries 0.80; number 3, O, carries -0.69; number 4, O, carries -0.88

=====

[5]
DFT (ωB97M-V/def2-TZVPD) results for 2 unconnected molecules or ions with the total composition C2H5ClS.

Element x y z (Å)
C -0.794 0.181 0.210
C 0.498 -0.633 0.230
S 2.076 0.130 0.750
Cl 0.599 1.723 -2.178
H -0.599 1.049 -0.527
H -1.664 -0.319 -0.306
H -1.094 0.428 1.280
H 0.622 -1.362 -0.595
H 0.355 -1.197 1.136

Output
HOMO energy (alpha / beta) ... -9.301 / -9.280 eV
2S+1 ... 1
Kohn-Sham gap (alpha / beta) ... 4.84 / 4.82 eV

These are the natural (NBO) partial charges, in e, on atoms 1 to 4: number 1, C, carries -0.65; number 2, C, carries -0.58; number 3, S, carries 0.45; number 4, Cl, carries -0.49

=====

[6]
DFT (ωB97M-V/def2-TZVPD) results for C2H5F2N3O2P2 in the gas phase.

Element x y z (Å)
C -1.008 2.262 0.240
C -1.175 1.077 0.165
N 1.540 1.460 -0.844
N -1.111 -2.964 -0.122
N 0.801 -1.098 0.137
O 1.616 0.710 1.738
O -1.603 -0.186 0.084
F 3.150 -0.483 0.263
F -0.750 -1.384 1.954
P 1.752 0.311 0.188
P -0.703 -1.559 0.297
H -0.673 3.226 0.339
H 1.138 1.073 -1.719
H -1.732 -3.005 -0.879
H 1.356 -2.016 0.066
H 0.776 1.264 1.768

Output
HOMO energy (alpha / beta) ... -5.030 / -10.717 eV
2S+1 ... 3
Kohn-Sham gap (alpha / beta) ... 5.39 / 7.51 eV

These are the natural (NBO) partial charges, in e, on atoms 1 to 4: number 1, C, carries -0.30; number 2, C, carries 0.27; number 3, N, carries -1.22; number 4, N, carries -1.26

=====

[7]
DFT (ωB97M-V/def2-TZVPD) results for C2H5FIN in the gas phase.

Element x y z (Å)
C 1.289 0.093 0.330
C -0.043 -0.406 -0.307
N -1.011 0.370 0.298
F -1.015 1.633 -0.327
I -3.326 -0.388 -0.006
H 1.185 -0.227 1.393
H 1.955 -0.540 -0.205
H 1.166 1.154 0.236
H -0.084 -0.308 -1.468
H -0.116 -1.382 0.054

Output
HOMO energy (alpha / beta) ... -9.440 / -9.526 eV
2S+1 ... 1
Structure (SMILES) ... CCN(F)I
Kohn-Sham gap (alpha / beta) ... 7.99 / 7.77 eV

These are the natural (NBO) partial charges, in e, on atoms 1 to 4: number 1, C, carries -0.60; number 2, C, carries -0.30; number 3, N, carries 0.02; number 4, F, carries -0.27

=====

[8]
DFT (ωB97M-V/def2-TZVPD) results for 2 unconnected molecules or ions with the total composition C2H5FIN.

Element x y z (Å)
H 2.418 -1.094 1.512
N 1.424 -1.235 1.265
C 1.133 -0.654 0.215
C -0.172 -0.550 -0.510
F 2.060 0.114 -0.494
H 0.097 -0.521 -1.610
H -0.816 -1.446 -0.270
H -0.543 0.237 -0.009
I -2.985 2.229 0.620
H -2.617 2.920 -0.720

Output
HOMO energy ... -10.292 eV
2S+1 ... 1
Structure (SMILES) ... [H]/N=C(/C)F.I
Kohn-Sham gap ... 10.92 eV

These are the natural (NBO) partial charges, in e, on atoms 1 to 4: number 1, H, carries 0.36; number 2, N, carries -0.67; number 3, C, carries 0.66; number 4, C, carries -0.70

=====

[9]
DFT (ωB97M-V/def2-TZVPD) results for C2H5FIP in the gas phase.

Element x y z (Å)
C 1.241 0.192 -0.741
C 0.213 -0.274 0.359
P -1.238 0.862 0.583
F -2.044 0.356 -0.769
I -2.449 -0.650 2.393
H 0.558 0.209 -1.722
H 1.502 1.158 -0.572
H 2.024 -0.502 -1.002
H 0.580 -0.141 1.354
H -0.387 -1.210 0.117

Output
HOMO energy ... -9.439 eV
2S+1 ... 1
Structure (SMILES) ... CCP(F)I
Kohn-Sham gap ... 8.84 eV

These are the natural (NBO) partial charges, in e, on atoms 1 to 4: number 1, C, carries -0.61; number 2, C, carries -0.78; number 3, P, carries 1.10; number 4, F, carries -0.60

=====

[10]
DFT (ωB97M-V/def2-TZVPD) results for a molecular structure, C2H5FN2O.

Element x y z (Å)
C 0.050 0.490 -0.552
C 0.424 -0.921 -1.048
H 0.573 0.345 2.724
H -0.682 -0.528 1.854
H -1.254 1.459 0.561
H 1.871 -0.798 -1.502
H -0.097 -0.934 -2.050
N -0.309 0.333 2.025
N -0.096 0.895 0.721
O -0.010 1.405 -1.352
F -0.037 -1.866 -0.044

Output
HOMO energy ... -9.879 eV
2S+1 ... 1
Kohn-Sham gap ... 10.33 eV

These are the natural (NBO) partial charges, in e, on atoms 1 to 4: number 1, C, carries 0.57; number 2, C, carries -0.03; number 3, H, carries 0.37; number 4, H, carries 0.35

=====

One value per record, in order, for ΔE to the lowest compared entry with this formula, charge and spin: 93.7 72.7 56.5 57.2 89.4 7.4 85.0 9.9 4.4 109.7 kcal per mole.
One value per record, in order, for maximum force: 3.283 3.610 5.505 4.208 2.684 12.704 3.869 5.010 5.957 7.755 eV Å⁻¹.